Entry from the OMol25 dataset: 2 unconnected molecules or ions with the total composition C43H54N3O3 (ωB97M-V/def2-TZVPD).

Largest force on an atom ... 0.076 Eh/bohr
Calculated total energy ... -56070.77798 eV
LUMO level ... -5.1 eV
Charge ... +1
Orbital gap ... 3.0340 eV
Highest occupied orbital energy ... -8.2 eV
Relative energy (zero: lowest compared OMol25 entry of this formula, charge and spin) ... 1.046 eV

```
103
Properties=species:S:1:pos:R:3:forces:R:3
C 4.310538 2.039551 -0.107536 -0.1106 0.0578 0.0142
H 4.114669 -2.833612 -7.601881 -0.0393 -0.0085 0.0218
H 3.472238 -8.889978 -1.102820 0.0073 0.1113 -0.1944
C 0.571017 -0.949953 2.848948 -0.2321 0.1091 0.0662
C 7.403519 -2.741080 -6.842499 -0.0025 -0.0575 0.0752
H 8.381410 -4.354745 -2.080546 0.0279 -0.0565 0.0792
C 0.815868 0.820626 -5.300322 -0.0823 -0.0911 0.1253
H 1.784236 -1.576750 -1.940918 -0.1513 -0.4375 -0.0047
H 7.112598 -4.166027 -0.885152 -0.0435 0.0705 0.0510
C 3.653283 -5.523782 -3.975899 -0.0417 -0.8891 0.2869
C 6.285258 2.731257 -1.507669 0.0220 0.0558 -0.0387
C 2.267583 3.655575 -4.404734 0.0003 -0.0265 0.0059
H 4.733860 -0.685827 -6.483091 0.2811 -0.1760 -0.5199
H 4.679554 -2.936122 2.303761 0.0596 0.0068 0.0134
C 7.057512 -2.809216 -4.081211 -0.3799 0.4541 0.5119
C 7.317694 -4.150726 -1.955621 -0.0053 0.0344 -0.1350
N 5.115548 -1.273876 -4.292599 -1.5984 -0.4186 1.4093
O -3.137662 -1.181130 2.863368 3.1046 -1.2321 -1.0749
H 2.884059 2.823923 -7.243866 0.0015 -0.0264 0.0074
H 6.763608 -4.966883 -2.422634 -0.0499 0.0382 0.0015
H 5.255615 -1.266778 2.464857 -0.2654 0.0124 -0.0048
H 1.588592 4.086043 -5.120397 -0.0843 0.0345 -0.1455
H 8.758618 -4.095425 -4.096768 0.0787 -0.1220 0.1490
H -4.465898 -0.014156 3.876027 0.1488 -0.2001 -0.1725
C 6.244386 -0.106242 -7.893598 0.0827 0.0400 0.0443
H 2.718730 -7.370330 -0.591512 -0.0229 -0.0138 0.2168
H 1.366578 -0.350205 3.255120 0.0447 0.1829 0.1277
H 3.357861 1.508283 -0.080425 0.0013 -0.0582 -0.0889
H 3.801365 -3.849140 -5.277985 0.0307 0.0256 -0.2796
C 3.561673 -7.804360 -1.129870 0.0117 -0.1446 0.1553
C -0.142922 -2.817916 1.486295 -0.1177 0.1495 0.0988
H 2.558507 -3.117088 1.154053 0.3468 -0.1591 -0.1696
C 4.697772 -2.072191 -8.120909 0.0652 -0.0944 -0.0623
H 4.972147 1.597374 0.638049 0.0976 -0.0295 0.0070
C -1.446006 -2.508185 1.778682 -0.2825 -0.2796 -0.1933
C 6.960660 -2.793475 -2.568534 -0.4902 -0.1495 0.2495
C 1.969076 2.291408 -6.978562 0.0475 0.0442 0.0871
C 3.623893 -5.993135 -2.659687 -0.0354 -0.7634 -0.0999
H 6.147421 3.781251 -1.249083 0.0323 0.0657 0.0272
H 7.747784 -1.681436 -0.885580 -0.0143 -0.0128 0.0730
H 5.121390 0.948354 -1.770226 -0.0109 0.3338 0.1959
H 4.506203 -7.517267 -0.666440 0.0178 0.0052 0.2145
C 6.188807 -2.046757 -4.878383 0.8065 -0.0246 -0.6835
H 6.785806 0.550967 -7.212344 -0.0562 -0.0036 0.0562
C 0.912163 -2.035885 2.017456 0.4246 0.3940 0.2702
C 5.463518 -1.184134 -7.144149 -0.4764 0.2690 0.1255
C 7.834569 -1.696479 -1.972351 0.1174 0.1222 -0.0978
H 0.922930 0.178443 -4.426373 0.0573 -0.0096 0.0061
C 4.535158 -1.911528 1.962141 1.5083 -0.3390 -0.2769
C 8.246908 -3.501634 -6.063657 0.0168 -0.0029 -0.1176
H 8.880122 -1.875636 -2.223051 0.0954 0.0439 0.0093
C 6.377427 -2.009245 -6.267829 -0.6998 0.4891 0.2378
H 1.748765 0.253303 -2.054666 -0.2400 0.3982 0.0432
C 4.043635 -1.826690 -3.538321 1.5949 1.4892 -1.1742
N 5.058638 0.037552 -4.381419 0.8488 -0.6898 -0.2654
H 9.040562 -4.072860 -6.520657 0.0941 -0.0379 -0.0259
C 4.005018 2.576743 -2.535874 0.2024 -0.7745 0.0213
H 0.082250 -3.652185 0.846104 -0.0025 -0.2132 -0.1811
C 4.942337 2.002807 -1.499007 0.1826 -0.5027 -0.0371
C 2.734321 4.437832 -3.369609 0.0361 0.0619 0.0327
H 5.393213 -2.585743 -8.784842 -0.0166 -0.0562 -0.0914
C 3.602847 3.899329 -2.444618 -0.0769 -0.0154 -0.0078
C -0.732866 -0.657880 3.136840 -0.1633 0.4028 0.3116
H 7.543322 -2.715582 -7.910530 -0.0233 0.0375 -0.1752
C -3.388463 -0.105814 3.736280 -0.2380 0.6577 0.5212
C 3.753261 -3.703219 -1.907854 0.1116 0.4870 -0.9956
H 2.885076 0.704295 -5.866520 -0.2684 0.1622 -0.0325
C 8.074008 -3.522830 -4.696345 -0.0641 0.0204 0.0279
H 1.172248 3.028309 -6.875020 -0.0398 0.0163 -0.0619
H 6.977603 -0.562844 -8.557872 0.0487 -0.0146 -0.0817
H 1.695117 1.643072 -7.811917 0.0266 -0.0741 0.0734
C 2.666548 2.335855 -4.544835 -0.0337 -0.7372 -0.1063
H 3.809935 -2.996987 -1.099052 0.0037 0.2745 0.2005
H 2.432075 5.471430 -3.294308 -0.0500 0.0908 0.0275
C 2.263127 -2.277713 1.764379 0.9407 1.9401 1.0743
H -3.008264 0.819687 3.301726 -0.0554 0.0875 0.1214
H 6.757438 2.694332 -2.490737 -0.0321 -0.0478 0.0115
O 3.540790 -7.387283 -2.472791 0.0747 1.9139 -0.5781
H 3.971085 4.516021 -1.641001 0.0929 0.0654 0.1475
H 4.021706 -1.482982 -8.740786 -0.0188 0.0376 0.0258
H -2.921634 -0.300389 4.702752 -0.0545 0.1425 0.0666
H 4.694602 -1.851243 0.886042 0.0064 0.0572 -0.0459
C 3.769793 -4.186799 -4.257796 -0.0252 0.4946 0.5465
H 0.429409 0.214898 -6.120562 0.0487 -0.0003 -0.0732
C 2.214102 -0.672968 -2.313318 -0.1068 0.5206 0.6031
C 3.830182 -3.235448 -3.230808 0.1889 -0.4659 -0.0155
H 0.065139 1.574085 -5.062977 -0.0696 0.1144 -0.0117
H 5.915907 -2.566906 -2.307866 0.5357 -0.0925 -0.0051
H 6.971218 2.299416 -0.777967 0.0042 -0.0462 0.0113
H 7.562334 -0.710144 -2.349733 -0.0183 0.0333 -0.0410
C 3.317091 -0.703196 -3.101949 0.0894 0.3350 -0.2286
C 3.534601 1.780902 -3.591239 0.3167 0.6256 -0.1484
H 4.119342 3.070061 0.192138 0.0113 0.0627 0.0716
O 3.235192 -1.476076 2.285048 -3.2758 -1.8680 -1.0799
C -1.780278 -1.427648 2.610580 -1.7812 0.2886 0.2705
H 3.579917 -6.243450 -4.771847 0.0347 -0.1849 -0.1905
N 3.972407 0.405029 -3.706887 -1.0462 -1.0700 0.7905
C 2.134030 1.490681 -5.682935 0.3290 -0.2297 -0.3719
H 5.581168 0.503824 -8.506839 -0.0614 0.0012 0.0172
C 3.677804 -5.046914 -1.630599 -0.1902 -1.0104 0.0890
H 3.672560 -5.379260 -0.607603 -0.0127 -0.0020 0.2437
H -0.952912 0.178266 3.772660 0.0418 0.1743 0.1377
H -2.253027 -3.091045 1.373028 -0.1432 -0.1826 -0.1222
```
Forces are in eV/Å.